No. 1
An isolated molecule of C4H4N4OS in a non-equilibrium geometry, computed with ωB97M-V/def2-TZVPD.

Structure (ORCA input):
```
! wB97M-V def2-TZVPD RIJCOSX def2/J DEFGRID3
* xyz 0 1
C -1.826 0.747 -0.888
C -1.504 0.117 0.312
C 1.876 0.493 0.652
C 2.321 -0.855 -0.079
N -2.739 -0.422 0.679
N -3.639 -0.046 -0.095
N 0.676 0.703 0.954
N -0.434 0.056 1.053
O -3.068 0.692 -1.166
S 1.058 -2.122 -0.084
H -1.059 1.234 -1.442
H 2.696 1.189 0.888
H 2.355 -0.563 -1.036
H 3.288 -1.222 0.253
*
```

The value obtained for the relative energy (zero: lowest compared OMol25 entry of this formula, charge and spin) is 417.8 kJ/mol. Its total energy is -23049.544 eV. For the LUMO energy (alpha / beta), the calculation gives -1.192 / -1.953 eV. The max |F| is 3.961 eV/Å. The value obtained for the HOMO-LUMO gap (alpha / beta) is 7.90 / 6.25 eV.


No. 2
A cluster of 3 separate species, C28H54BF3N4O7 in total in a non-equilibrium geometry, computed with ωB97M-V/def2-TZVPD.

Structure (ORCA input):
```
! wB97M-V def2-TZVPD RIJCOSX def2/J DEFGRID3
* xyz 0 3
C -4.558 -4.488 -1.191
C -3.131 -3.826 -0.758
B -3.399 -2.294 -0.227
O -4.196 -2.180 0.998
N -2.918 -1.079 -0.936
C -1.484 -1.168 -1.356
C -0.501 -1.802 -0.271
O 0.826 -1.229 -0.552
C 1.741 -1.646 0.481
C 1.678 -0.695 1.776
F 2.925 -0.378 2.321
F 0.917 -1.412 2.759
F 0.932 0.478 1.488
C -3.228 0.156 -0.216
O -4.380 0.635 -0.404
O -2.239 0.758 0.585
C -2.740 1.110 1.895
C -2.204 0.169 3.081
C -3.305 -0.046 4.224
N -3.744 -1.425 4.442
O -3.816 0.873 4.902
H -5.028 -5.070 -0.316
H -4.334 -5.217 -2.034
H -5.318 -3.694 -1.494
H -2.353 -3.882 -1.584
H -2.757 -4.451 0.132
H -5.142 -2.077 0.732
H -1.415 -1.685 -2.373
H -1.113 -0.092 -1.535
H -0.398 -2.937 -0.433
H -0.740 -1.518 0.805
H 1.413 -2.709 0.779
H 2.812 -1.668 0.098
H -2.356 2.170 2.126
H -3.870 1.168 1.981
H -1.317 0.705 3.578
H -1.912 -0.827 2.613
H -4.625 -1.444 4.969
H -3.836 -1.907 3.538
C -5.435 2.779 -2.998
C -4.222 2.824 -3.958
C -4.085 4.238 -4.563
C -5.134 4.542 -5.630
C -5.155 3.456 -6.700
C -5.312 2.036 -6.121
N -4.361 1.762 -5.003
O -3.136 1.563 -5.550
C -6.766 1.822 -5.640
C -5.169 1.017 -7.280
C -3.022 2.577 -3.021
H -5.765 1.751 -2.825
H -5.182 3.196 -2.019
H -6.284 3.366 -3.344
H -3.092 4.354 -5.013
H -4.150 4.991 -3.771
H -6.124 4.650 -5.177
H -4.909 5.507 -6.096
H -5.966 3.665 -7.406
H -4.227 3.523 -7.278
H -6.875 0.859 -5.133
H -7.459 1.822 -6.487
H -7.130 2.602 -4.975
H -4.217 1.109 -7.809
H -5.952 1.171 -8.029
H -5.261 -0.010 -6.915
H -3.086 1.585 -2.567
H -3.005 3.312 -2.211
H -2.058 2.666 -3.528
C 7.591 1.288 3.612
C 6.887 -0.020 3.171
C 5.916 -0.484 4.278
C 6.625 -1.087 5.488
C 7.587 -2.191 5.062
C 8.580 -1.745 3.970
N 7.908 -1.056 2.828
O 7.292 -2.008 2.084
C 9.655 -0.818 4.586
C 9.397 -2.982 3.517
C 6.052 0.413 1.939
H 8.506 1.459 3.040
H 6.950 2.160 3.449
H 7.833 1.311 4.674
H 5.225 -1.233 3.875
H 5.296 0.356 4.608
H 7.158 -0.312 6.048
H 5.881 -1.498 6.177
H 8.132 -2.550 5.942
H 6.998 -3.044 4.704
H 10.310 -0.408 3.812
H 10.289 -1.371 5.286
H 9.247 0.008 5.163
H 8.765 -3.793 3.147
H 9.968 -3.395 4.353
H 10.110 -2.716 2.731
H 6.699 0.754 1.126
H 5.381 1.237 2.196
H 5.413 -0.388 1.559
*
```

The value obtained for the relative energy (zero: lowest compared OMol25 entry of this formula, charge and spin) is 410.6 kJ/mol. Its total energy is -59029.783 eV. The expectation value of S² is 2.009. For the LUMO energy (alpha / beta), the calculation gives 0.354 / -0.081 eV. The max |F| is 4.854 eV/Å. The value obtained for the HOMO-LUMO gap (alpha / beta) is 9.17 / 9.37 eV.


No. 3
An isolated molecule of C8H15N3O5 in a non-equilibrium geometry, computed with ωB97M-V/def2-TZVPD.

Structure (ORCA input):
```
! wB97M-V def2-TZVPD RIJCOSX def2/J DEFGRID3
* xyz 0 1
N -4.365 0.004 1.386
C -3.976 0.498 0.184
O -3.946 1.670 -0.113
C -3.427 -0.513 -0.796
C -1.954 -0.952 -0.454
C -1.066 0.174 0.130
N -0.948 1.331 -0.690
C 0.320 -0.424 0.536
O 0.411 -1.556 0.988
N 1.365 0.434 0.387
C 2.737 0.031 0.539
C 3.204 -1.016 -0.513
O 4.496 -1.531 -0.294
C 3.586 1.280 0.317
O 3.276 2.300 -0.262
O 4.795 1.178 0.857
H -4.727 0.714 1.984
H -4.328 -0.976 1.583
H -4.089 -1.388 -0.785
H -3.487 -0.058 -1.792
H -1.507 -1.415 -1.377
H -1.942 -1.812 0.240
H -1.568 0.588 1.042
H -1.819 1.905 -0.780
H -0.544 1.146 -1.598
H 1.169 1.395 0.055
H 2.887 -0.404 1.524
H 2.393 -1.839 -0.409
H 3.154 -0.663 -1.525
H 4.716 -2.144 -0.995
H 5.183 2.044 0.631
*
```

The value obtained for the relative energy (zero: lowest compared OMol25 entry of this formula, charge and spin) is 38.4 kJ/mol. Its total energy is -23248.265 eV. For the LUMO energy, the calculation gives 0.687 eV. As for the SMILES: NC(=O)CC[C@H](N)C(=O)N[C@@H](CO)C(=O)O. The max |F| is 3.012 eV/Å. The value obtained for the HOMO-LUMO gap is 9.82 eV.


No. 4
A cluster of 2 separate species, C4H10N2O4S in total in a non-equilibrium geometry, computed with ωB97M-V/def2-TZVPD.

Structure (ORCA input):
```
! wB97M-V def2-TZVPD RIJCOSX def2/J DEFGRID3
* xyz 0 1
C 0.607 1.532 -0.869
C 1.545 2.684 -0.554
C -0.080 -2.517 -0.185
C -0.384 -1.432 0.740
N 1.067 0.379 -0.676
N 0.034 -1.161 1.876
O -2.645 -1.536 0.949
O -0.575 1.807 -1.359
O -2.098 -0.362 -1.083
O -1.784 0.706 1.026
S -1.897 -0.540 0.341
H 1.592 3.318 -1.459
H 2.468 2.336 -0.199
H 0.956 3.405 -0.026
H -0.012 -2.040 -1.158
H 0.916 -3.121 -0.056
H -0.905 -3.162 -0.272
H 2.127 0.456 -0.337
H -0.394 -0.229 2.248
H -1.280 1.047 -1.429
H 0.742 -1.572 2.482
*
```

The value obtained for the relative energy (zero: lowest compared OMol25 entry of this formula, charge and spin) is 86.6 kJ/mol. Its total energy is -26313.833 eV. For the LUMO energy, the calculation gives 0.208 eV. The max |F| is 5.159 eV/Å. The value obtained for the HOMO-LUMO gap is 10.12 eV.


No. 5
A structure of composition C27H38AlF7NO5 in a non-equilibrium geometry, computed with ωB97M-V/def2-TZVPD.

Structure (ORCA input):
```
! wB97M-V def2-TZVPD RIJCOSX def2/J DEFGRID3
* xyz -1 1
C 7.069 -2.903 1.181
C 6.261 -1.512 0.725
O 5.048 -1.307 1.308
O 6.862 -0.555 -0.219
C 6.093 -0.451 -1.472
C 4.729 0.458 -1.370
C 4.846 1.760 -0.373
C 4.705 3.216 -1.159
C 3.316 3.377 -2.016
C 1.951 2.953 -1.154
C 1.680 3.923 0.146
C 0.649 3.297 1.263
C -0.578 2.389 0.597
O -0.046 0.991 0.488
Al -1.535 -0.143 0.178
C -0.977 -1.876 1.122
C -1.875 -3.193 0.617
C -3.383 -3.118 1.297
O -1.923 -3.279 -0.879
C -1.959 -4.724 -1.274
C -2.834 -4.889 -2.663
C -2.530 -4.091 -4.067
C -3.470 -4.262 -5.406
C -4.765 -5.272 -5.333
C -5.056 -6.114 -3.956
C -4.116 -5.942 -2.624
O -2.734 1.050 1.009
C -1.980 2.250 1.496
C -1.594 1.988 3.063
C -2.679 0.998 3.863
N -2.696 -0.379 3.735
C -2.932 3.502 1.051
F -3.790 2.976 -0.078
F -2.113 4.592 0.402
C -3.979 4.042 2.182
F -4.913 4.991 1.466
F -4.885 2.954 2.704
C -3.336 4.886 3.420
F -3.413 4.156 4.730
F -4.206 6.107 3.610
F -1.964 5.396 3.217
H 6.311 -3.611 1.752
H 7.933 -2.629 1.926
H 7.484 -3.431 0.213
H 5.744 -1.537 -1.802
H 6.836 -0.093 -2.330
H 4.435 0.766 -2.462
H 3.875 -0.241 -0.933
H 3.928 1.722 0.385
H 5.860 1.815 0.234
H 4.710 4.035 -0.293
H 5.619 3.436 -1.876
H 3.220 4.471 -2.476
H 3.364 2.613 -2.911
H 1.067 3.010 -1.942
H 2.075 1.813 -0.826
H 2.730 4.056 0.691
H 1.373 4.985 -0.249
H 1.212 2.744 2.127
H 0.095 4.224 1.772
H -0.796 2.615 -0.554
H -1.577 -0.286 -1.406
H 0.156 -2.139 0.859
H -1.049 -1.856 2.293
H -1.312 -4.167 1.013
H -3.923 -2.085 1.113
H -3.292 -3.339 2.462
H -4.042 -3.993 0.826
H -2.591 -5.261 -0.419
H -0.860 -5.116 -1.359
H -1.612 -3.367 -4.132
H -3.243 -3.650 -6.377
H -5.476 -5.389 -6.259
H -5.992 -6.841 -3.933
H -4.338 -6.553 -1.626
H -1.343 2.958 3.685
H -0.580 1.356 3.055
H -3.473 1.473 4.582
H -3.479 -0.750 4.348
*
```

The value obtained for the relative energy (zero: lowest compared OMol25 entry of this formula, charge and spin) is 1161.0 kJ/mol. Its total energy is -65945.251 eV. For the LUMO energy, the calculation gives 2.251 eV. The max |F| is 9.044 eV/Å. The value obtained for the HOMO-LUMO gap is 7.40 eV.


No. 6
A structure of composition FH16O8Sr in a non-equilibrium geometry, computed with ωB97M-V/def2-TZVPD.

Structure (ORCA input):
```
! wB97M-V def2-TZVPD RIJCOSX def2/J DEFGRID3
* xyz 1 1
Sr -3.861 16.262 10.197
F -3.831 18.747 10.778
O -2.115 14.414 9.340
H -1.629 14.515 8.434
H -2.398 13.493 9.242
O -4.895 14.885 8.011
H -5.576 14.208 8.062
H -5.162 15.508 7.339
O -1.476 16.760 10.920
H -1.169 17.323 11.628
H -0.697 16.427 10.514
O -5.190 17.528 12.412
H -4.680 18.153 11.790
H -4.635 17.403 13.168
O -3.085 17.338 7.921
H -3.314 18.318 7.924
H -2.528 17.168 7.165
O -3.173 14.767 12.092
H -2.404 14.205 12.069
H -3.802 14.214 12.539
O -5.928 14.716 10.891
H -5.952 13.770 10.904
H -6.781 14.922 10.613
O -6.104 17.352 9.313
H -6.600 17.805 10.033
H -6.517 17.679 8.493
*
```

The value obtained for the relative energy (zero: lowest compared OMol25 entry of this formula, charge and spin) is 0.0 kJ/mol. Its total energy is -20192.169 eV. For the LUMO energy, the calculation gives -3.397 eV. The max |F| is 3.171 eV/Å. The value obtained for the HOMO-LUMO gap is 9.34 eV.